{
  "formula": "C4H14O3",
  "method": "wB97M-V/def2-TZVPD",
  "s2": 0.750,
  "homo_energy_ha": [0.0373, -0.2580],
  "energy_ev": -10514.67343,
  "charge": -1,
  "e_above_lowest_ev": 1.7795,
  "orbital_gap_ev": [2.661, 10.609],
  "multiplicity": 2,
  "symbols": ["H", "H", "H", "C", "H", "O", "C", "H", "H", "O", "H", "H", "C", "O", "H", "H", "H", "H", "C", "H", "H"],
  "xyz": [[0.2731, -1.6551, 3.7937], [1.6212, 3.4980, -1.7278], [-0.3334, -0.3870, 2.6792], [-0.2911, -1.5300, 2.8173], [1.1930, -2.6063, 1.4482], [-1.3970, 4.8470, -3.9218], [-0.5273, -1.6490, 0.2329], [-0.7207, -2.5319, -1.9943], [-1.5517, -1.7732, 0.5555], [0.9692, 3.9624, -1.1296], [-0.7450, 5.4639, -3.9968], [0.9667, -2.4506, -1.2036], [0.4110, -1.6591, 1.4427], [1.1597, -0.4037, 1.4219], [1.9201, -0.3863, 1.9745], [-1.5826, 4.7139, -3.0147], [-1.2900, -1.8923, 2.8252], [0.6918, 3.1779, -0.4760], [-0.1153, -2.5738, -0.9871], [-0.1418, -3.6093, -0.7075], [-0.5097, -0.5555, -0.0318]],
  "forces_ev_per_angstrom": [[-0.415, -0.418, -1.471], [-0.835, 0.475, 0.794], [-0.859, -1.406, 1.134], [0.613, 2.730, -0.342], [-1.867, 2.195, -0.317], [-2.861, -2.358, -1.484], [0.471, 1.173, -1.082], [1.019, 0.508, 2.126], [-0.310, -0.620, 0.037], [-0.023, -2.419, 0.911], [2.852, 2.507, -0.005], [-0.647, 0.471, -0.133], [2.935, -1.750, 1.598], [-0.808, -0.718, -2.267], [1.065, -0.361, 0.824], [0.079, -0.230, 1.511], [-0.796, -0.728, 0.343], [0.794, 2.019, -1.708], [-0.079, 0.661, -0.607], [-0.395, -0.707, 0.443], [0.065, -1.024, -0.308]]
}